The following is a quantum chemistry calculation of a 2-piece molecular cluster, C20H18ClN2 overall, from the OMol25 dataset.

Last column: Löwdin charge in e.
Atoms and positions in Å:
Cl  5.32  -0.23  3.17  0.7668
C  3.62  -0.21  3.12  -0.6421
C  2.94  1.02  3.05  -0.0655
C  1.54  1.04  3.03  0.0221
C  0.80  -0.17  3.06  -0.1648
C  -0.63  -0.15  3.07  -0.0919
C  -1.48  -1.39  3.06  -0.1027
C  -2.96  -0.88  3.19  -0.1200
C  -2.80  0.62  3.26  0.0702
C  -1.46  0.99  3.18  0.0138
C  1.52  -1.40  3.11  0.0242
C  2.91  -1.42  3.14  -0.0647
H  3.50  1.95  3.03  0.1183
H  1.01  1.99  2.98  0.1173
H  -1.34  -1.95  2.13  0.1268
H  -1.23  -2.07  3.88  0.1412
H  -3.55  -1.21  2.32  0.1346
H  -3.43  -1.30  4.08  0.1334
H  -3.65  1.29  3.36  0.1320
H  -1.07  2.00  3.22  0.1216
H  0.97  -2.34  3.13  0.1251
H  3.45  -2.36  3.19  0.1194
C  0.09  1.83  -6.17  -0.0790
C  0.97  2.09  -5.11  -0.0690
C  0.82  1.42  -3.89  -0.0216
C  -0.19  0.47  -3.75  -0.2101
N  -0.33  -0.23  -2.51  -0.0329
C  -0.24  0.31  -1.24  -0.1427
N  -0.42  -0.62  -0.31  0.0338
C  -0.62  -1.82  -0.98  -0.1485
C  -0.59  -1.59  -2.34  -0.0480
C  -1.05  0.17  -4.81  -0.0155
C  -0.92  0.88  -6.02  -0.0667
H  0.20  2.37  -7.11  0.1087
H  1.78  2.82  -5.23  0.1087
H  1.51  1.60  -3.06  0.1128
H  -0.08  1.37  -1.10  0.1236
H  -0.76  -2.75  -0.46  0.0890
H  -0.66  -2.27  -3.16  0.1167
H  -1.85  -0.56  -4.68  0.1156
H  -1.62  0.69  -6.83  0.1098

The calculation puts the largest force on an atom at 1.54 eV/Å. The value obtained for the energy above the lowest of the compared OMol25 structures with the same formula, charge and spin is 0.4319 eV. Its total charge is +1. As for the calculated total energy: -1342.370128 Ha. Its frontier orbital gap is 5.762 eV.